Here is one molecule with the formula C3H5NS2 from the OMol25 dataset. Energies are from the ωB97M-V functional and the def2-TZVPD basis.

Element x y z (Å)
C  2.127  0.847  0.340
S  1.093  -0.069  -0.864
S  0.078  -1.308  0.394
C  -1.668  -1.100  -0.222
C  -2.071  0.256  -0.306
N  -2.360  1.341  -0.524
H  2.895  1.282  -0.323
H  2.548  0.142  1.036
H  1.477  1.756  0.766
H  -2.179  -1.530  0.766
H  -1.940  -1.616  -1.063

Its LUMO energy is 0.4 eV. The net charge is 0. Its HOMO-LUMO gap is 9.106 eV. As for the relative energy (zero: lowest compared OMol25 entry of this formula, charge and spin): 28.23 kcal per mole. The SMILES is CSSCC#N.

Here is C31H64AgBr3N3O17PbS as an isolated structure from the OMol25 dataset. Energies are from the ωB97M-V functional and the def2-TZVPD basis.

Element x y z (Å)
Pb  -0.664  1.268  1.652
Ag  2.024  3.132  0.368
C  5.267  0.096  -1.268
C  4.483  0.656  -2.436
C  5.300  1.288  -3.637
O  6.218  0.224  -4.163
C  6.893  0.798  -5.292
N  3.508  -0.379  -3.042
H  3.992  -1.228  -3.298
H  2.714  -0.594  -2.455
H  3.109  -0.007  -3.891
H  6.173  0.695  -1.173
H  5.586  -0.921  -1.500
H  4.638  -0.016  -0.385
H  3.837  1.492  -2.170
H  5.910  2.080  -3.202
H  4.661  1.625  -4.454
H  7.783  0.213  -5.526
H  7.294  1.806  -5.186
H  6.210  0.851  -6.141
C  -0.584  3.843  -4.452
C  -1.041  2.659  -3.487
C  -1.978  1.558  -4.199
O  -3.316  2.152  -4.248
C  -4.177  1.313  -5.107
N  0.156  1.985  -2.895
H  -0.123  1.427  -2.101
H  0.529  1.318  -3.556
H  0.915  2.576  -2.586
H  0.232  3.588  -5.128
H  -0.329  4.728  -3.868
H  -1.450  4.211  -5.001
H  -1.663  3.045  -2.680
H  -2.041  0.643  -3.611
H  -1.605  1.467  -5.220
H  -4.337  0.360  -4.603
H  -3.744  1.163  -6.096
H  -5.125  1.804  -5.325
C  -0.938  4.643  -0.168
O  -0.299  3.475  0.285
H  -1.803  4.493  -0.813
H  -1.078  5.396  0.608
H  -0.319  5.271  -0.809
C  -3.920  2.582  5.136
C  -2.461  2.371  4.692
C  -1.593  2.631  5.983
C  -1.414  1.434  6.926
C  -1.057  0.221  6.097
C  -1.992  -0.168  4.961
N  -2.223  0.998  4.062
O  -3.008  0.825  2.827
C  -3.234  -0.839  5.525
C  -1.155  -1.248  4.118
C  -2.100  3.530  3.752
H  -4.669  2.157  4.469
H  -4.288  3.595  5.296
H  -3.987  2.127  6.124
H  -2.073  3.451  6.518
H  -0.580  2.921  5.703
H  -2.330  1.174  7.456
H  -0.668  1.676  7.683
H  -1.042  -0.546  6.871
H  -0.042  0.376  5.732
H  -3.725  -0.185  6.246
H  -2.957  -1.759  6.039
H  -3.931  -1.196  4.767
H  -0.513  -1.930  4.675
H  -0.497  -0.716  3.430
H  -1.880  -1.896  3.626
H  -2.809  3.681  2.938
H  -1.040  3.545  3.497
H  -2.131  4.481  4.283
S  0.809  -0.039  -0.438
O  0.739  -0.657  0.904
O  -0.612  0.357  -0.680
O  1.546  1.189  -0.222
O  1.394  -0.789  -1.496
C  2.899  -2.454  4.082
C  3.230  -2.207  2.606
C  3.803  -0.841  2.295
O  5.089  -1.084  1.807
C  5.286  -2.408  1.747
O  6.279  -2.862  1.225
O  4.273  -3.042  2.278
H  2.375  -3.400  4.209
H  2.085  -1.817  4.428
H  3.717  -2.278  4.781
H  2.287  -2.329  2.072
H  3.888  -0.223  3.189
H  3.204  -0.245  1.607
C  -2.443  -1.890  0.260
C  -3.865  -1.530  -0.277
C  -3.793  -0.211  -0.990
O  -4.621  -0.469  -2.127
C  -4.836  -1.790  -2.271
O  -5.374  -2.309  -3.275
O  -4.263  -2.466  -1.290
H  -2.364  -2.873  0.724
H  -2.161  -1.230  1.080
H  -1.621  -1.888  -0.455
H  -4.660  -1.532  0.469
H  -2.802  -0.033  -1.406
H  -4.117  0.622  -0.367
C  0.964  -4.248  -2.751
C  -0.350  -3.487  -3.112
C  -0.363  -2.059  -3.575
O  -1.163  -2.144  -4.699
C  -1.549  -3.372  -5.024
O  -2.126  -3.656  -6.092
O  -0.979  -4.211  -4.179
H  1.694  -4.153  -3.555
H  0.712  -5.304  -2.653
H  1.381  -3.821  -1.839
H  -1.136  -3.550  -2.360
H  0.640  -1.690  -3.789
H  -0.952  -1.430  -2.909
C  0.113  -4.573  0.897
Br  -0.601  -4.757  2.765
Br  -1.192  -5.463  -0.379
Br  1.870  -5.325  0.992
H  0.169  -3.519  0.623

Its LUMO energy (alpha / beta) is -9.0 / -13.7 eV. The net charge is +3. Its HOMO-LUMO gap (alpha / beta) is 7.174 / 2.458 eV. Its spin multiplicity is 3.

Here is a 2-piece molecular cluster, C3H11N2OPS overall from the OMol25 dataset. Energies are from the ωB97M-V functional and the def2-TZVPD basis.

Element x y z (Å)
C  -0.681  -1.724  1.052
N  -0.554  -0.745  -0.045
C  -1.109  -1.285  -1.274
P  -0.700  0.846  0.388
O  -0.126  1.469  -1.037
S  -2.724  1.274  0.178
H  0.142  -2.255  1.481
H  -1.037  -1.204  1.907
H  -1.550  -2.451  0.793
H  -0.607  -2.125  -1.487
H  -2.123  -1.437  -1.225
H  -1.096  -0.447  -1.930
H  0.787  1.162  -1.136
H  -2.351  2.528  -0.224
C  2.854  0.917  0.358
N  2.272  2.016  0.216
H  3.219  0.599  1.358
H  3.306  0.305  -0.429
H  2.077  2.557  1.057

Its LUMO energy is 0.8 eV. The net charge is 0. Its HOMO-LUMO gap is 9.074 eV. As for the relative energy (zero: lowest compared OMol25 entry of this formula, charge and spin): 53.55 kcal per mole. The SMILES is CN(C)P(O)S.C=N.

Here is a 2-piece molecular cluster, C7H16N overall from the OMol25 dataset. Energies are from the ωB97M-V functional and the def2-TZVPD basis.

Element x y z (Å)
C  2.284  -0.922  -0.403
C  1.350  -0.057  -1.207
C  1.460  0.147  -2.512
C  0.621  1.016  -3.404
H  3.263  -0.901  -0.881
H  2.414  -0.617  0.635
H  1.916  -1.948  -0.356
H  0.510  0.397  -0.680
H  2.198  -0.416  -3.081
H  0.052  1.739  -2.810
H  1.227  1.614  -4.082
H  -0.071  0.374  -3.950
C  -0.513  -1.640  1.289
C  -1.291  -0.613  2.051
C  -1.461  0.647  1.671
N  -2.371  1.506  2.488
H  -0.417  -1.407  0.236
H  0.482  -1.786  1.707
H  -1.059  -2.576  1.396
H  -1.809  -0.912  2.956
H  -0.985  1.238  0.903
H  -2.763  0.955  3.254
H  -1.896  2.323  2.875
H  -3.141  1.840  1.904

Its LUMO energy is -3.7 eV. The net charge is +1. Its HOMO-LUMO gap is 8.026 eV. As for the relative energy (zero: lowest compared OMol25 entry of this formula, charge and spin): 42.68 kcal per mole.

Here is C34H33Br2N14O2Sn as an isolated structure from the OMol25 dataset. Energies are from the ωB97M-V functional and the def2-TZVPD basis.

Element x y z (Å)
Sn  -0.693  0.006  0.010
C  0.720  2.691  -1.298
N  -0.164  1.723  -1.978
C  -1.397  2.330  -2.481
C  -2.306  2.586  -1.317
N  -2.040  2.148  -0.115
C  -3.007  2.713  0.718
C  -3.145  2.660  2.105
C  -4.218  3.330  2.658
C  -5.130  4.042  1.862
C  -4.985  4.128  0.491
C  -3.895  3.462  -0.056
N  -3.421  3.353  -1.359
C  1.414  2.125  -0.099
N  0.872  1.457  0.917
C  1.843  1.418  1.926
C  1.774  0.830  3.313
C  2.660  1.656  4.212
C  3.725  2.349  3.730
C  3.997  2.566  2.356
C  2.950  2.178  1.531
N  2.656  2.555  0.233
H  1.474  3.085  -1.986
H  0.110  3.538  -0.975
H  0.334  1.270  -2.734
H  -1.197  3.282  -2.991
H  -1.877  1.670  -3.206
H  -2.432  2.116  2.709
H  -4.358  3.315  3.730
H  -5.962  4.544  2.337
H  -5.674  4.700  -0.115
H  -3.793  3.816  -2.171
H  0.740  0.801  3.686
H  2.510  1.558  5.278
H  4.388  2.808  4.456
H  4.819  3.176  2.013
H  3.241  3.139  -0.339
Br  2.093  -3.783  -6.178
C  1.443  -3.049  -4.574
C  0.125  -2.633  -4.482
C  -0.282  -2.094  -3.273
N  0.512  -1.958  -2.217
C  1.769  -2.394  -2.304
C  2.280  -2.940  -3.478
C  2.586  -2.314  -1.051
C  3.924  -2.673  -1.034
C  4.592  -2.622  0.180
Br  6.410  -3.096  0.264
C  3.939  -2.243  1.331
C  2.599  -1.881  1.202
N  1.945  -1.904  0.048
H  -0.557  -2.731  -5.313
H  -1.310  -1.770  -3.141
H  3.296  -3.293  -3.552
H  4.452  -2.983  -1.922
H  4.461  -2.221  2.273
H  0.906  -1.169  1.977
N  2.741  -3.236  4.792
C  3.566  -2.237  4.531
N  4.885  -2.385  4.708
N  3.152  -1.015  4.172
C  2.280  -0.638  3.315
N  1.829  -1.449  2.283
H  3.078  -4.095  5.193
H  1.748  -3.157  4.584
H  5.277  -3.219  5.110
H  5.453  -1.555  4.664
N  -3.915  -0.600  1.927
C  -2.670  -0.883  2.438
O  -1.666  -0.225  2.023
C  -2.528  -1.925  3.359
C  -3.660  -2.634  3.830
N  -4.639  -3.141  4.168
C  -1.225  -2.249  3.775
N  -0.135  -2.472  4.069
H  -4.707  -0.965  2.437
H  -4.027  0.349  1.601
C  -1.347  -4.070  0.321
C  -2.754  -3.585  0.058
O  -2.703  -2.180  -0.243
H  -1.337  -5.155  0.431
H  -0.951  -3.626  1.237
H  -0.690  -3.798  -0.508
H  -3.379  -3.745  0.941
H  -3.207  -4.122  -0.780
H  -3.527  -1.781  0.065

Its LUMO energy is -2.5 eV. The net charge is +1. Its HOMO-LUMO gap is 4.985 eV. As for the relative energy (zero: lowest compared OMol25 entry of this formula, charge and spin): 61.08 kcal per mole.

no.,electronic energy (hartree),M (g mol⁻¹)
1,-968.40009,119.2
2,-11121.76014,1337.7
3,-1045.14533,154.2
4,-330.76060,114.2
5,-7594.70930,948.3